Molecular formula: C51H102O33
Method: DFT, ωB97M-V/def2-TZVPD

Atoms and positions in Å:
C1 -9.65909 -0.09401 26.88586
O1 -9.56575 1.17607 26.22401
C2 -9.96512 2.24014 26.85474
O2 -10.38913 2.29190 28.00746
O3 -9.90043 3.20569 25.97019
C3 -10.23965 4.61050 26.29161
H1 -8.72164 -0.25466 27.45922
H2 -9.74816 -0.81982 26.06031
H3 -10.51606 -0.10711 27.57326
H4 -11.03327 4.63857 27.05401
H5 -10.51905 5.05242 25.34785
H6 -9.33485 5.04819 26.70929
C4 -11.67340 9.63411 19.05113
O4 -12.27024 9.08313 17.86145
C5 -11.82846 9.61947 16.76859
O5 -11.18646 10.62789 16.71490
O6 -12.11391 8.93910 15.69937
C6 -12.81648 7.70927 15.82313
H7 -10.58650 9.63250 18.89593
H8 -11.97095 8.93495 19.84135
H9 -12.09140 10.61951 19.22817
H10 -12.67914 7.23464 14.85961
H11 -13.86082 8.00355 15.97278
H12 -12.54771 7.01163 16.59955
C7 -5.57790 6.82588 23.45712
O7 -5.17687 8.08900 22.93689
C8 -6.13173 9.01291 22.85393
O8 -7.29504 8.83198 23.08214
O9 -5.65764 10.15618 22.50829
C9 -4.21116 10.34161 22.43236
H13 -6.59780 6.67510 23.03823
H14 -5.56318 6.82206 24.55715
H15 -4.90683 6.05296 23.03792
H16 -3.71548 9.93147 23.32728
H17 -4.14167 11.43826 22.32497
H18 -3.85226 9.87794 21.50621
C10 -10.44946 3.99433 20.37022
O10 -10.55582 4.81299 19.14288
C11 -9.46986 5.39967 18.63621
O11 -8.35198 5.32017 19.11342
O12 -9.86657 5.99103 17.53879
C12 -8.94864 6.84957 16.81603
H19 -10.48803 2.94945 20.07587
H20 -11.35864 4.22406 20.95019
H21 -9.58959 4.30358 20.96675
H22 -7.92277 6.49988 16.91026
H23 -9.00740 7.83534 17.24899
H24 -9.23106 6.86662 15.77937
C13 -14.69101 9.09639 26.04338
O13 -15.15380 10.45616 26.26492
C14 -16.26423 10.91634 25.84825
O14 -17.23752 10.28057 25.33385
O15 -16.25147 12.21933 26.05731
C15 -17.30720 12.98467 25.54291
H25 -13.91346 8.97734 26.79386
H26 -14.23482 8.94231 25.06656
H27 -15.46272 8.34694 26.21839
H28 -17.13057 13.18508 24.46242
H29 -17.19515 13.91429 26.07895
H30 -18.30753 12.57188 25.65260
C16 -17.55353 3.87978 24.80572
O16 -17.39431 4.77217 23.66728
C17 -17.00036 6.01220 23.94538
O17 -16.64934 6.47788 25.00855
O18 -16.96138 6.63513 22.75748
C18 -16.64417 8.07484 22.75497
H31 -16.58989 3.70722 25.31830
H32 -17.89721 2.95535 24.31883
H33 -18.30867 4.22219 25.51062
H34 -17.26427 8.75119 23.32841
H35 -16.73891 8.30926 21.70652
H36 -15.60391 8.15839 23.00256
C19 -7.96036 11.88412 24.57201
O19 -7.72217 12.95657 25.56100
C20 -7.46051 12.64330 26.80617
O20 -7.21399 11.52893 27.21716
O21 -7.46414 13.73145 27.57670
C21 -7.27948 13.49122 29.07381
H37 -7.38157 10.94483 24.66860
H38 -7.78674 12.36498 23.59957
H39 -9.07541 11.78781 24.59731
H40 -7.06816 14.49964 29.43650
H41 -6.46838 12.79749 29.27993
H42 -8.26556 13.16264 29.52661
C22 -11.08806 10.82671 22.35811
O22 -10.79693 9.44446 22.58981
C23 -11.79653 8.73352 23.00071
O23 -12.90882 9.20715 23.21645
O24 -11.54830 7.47925 23.18535
C24 -10.15943 7.15078 22.90458
H43 -11.01004 11.31383 23.33386
H44 -12.06111 10.97840 21.94020
H45 -10.30442 11.21000 21.71487
H46 -9.98474 7.35305 21.84261
H47 -10.12677 6.08975 23.05102
H48 -9.45206 7.74126 23.49036
C25 -13.73663 5.54428 24.69659
O25 -13.70351 4.08163 24.45580
C26 -12.65939 3.56090 23.88674
O26 -11.70139 4.16316 23.37612
O27 -12.77460 2.26829 23.95767
C27 -12.07139 1.41827 23.01051
H49 -12.81362 5.82473 25.19938
H50 -14.61410 5.65240 25.32219
H51 -13.84746 6.07563 23.75949
H52 -11.06591 1.79742 22.80440
H53 -12.61024 1.30281 22.07113
H54 -11.96930 0.43076 23.46410
C28 -14.80898 13.25009 20.81135
C29 -15.33897 13.03458 22.26125
C30 -15.48205 11.50912 22.32283
O28 -15.74423 11.01587 20.97430
C31 -15.56934 12.09285 20.06312
H55 -13.72468 13.17607 20.80703
H56 -15.04329 14.25542 20.43599
H57 -16.33714 13.49276 22.42314
H58 -14.65502 13.41004 23.01535
H59 -16.23169 11.12460 23.02898
H60 -14.55457 11.04070 22.63442
H61 -16.52109 12.40735 19.64063
H62 -14.95177 11.77231 19.22321
C32 -10.53805 14.74031 20.31668
C33 -10.94139 14.42381 21.77305
C34 -11.83043 15.60810 22.13371
O29 -12.07167 16.36932 20.98718
C35 -11.71860 15.57331 19.83646
H63 -10.35422 13.90223 19.64365
H64 -9.59474 15.29493 20.33566
H65 -10.00535 14.31113 22.33833
H66 -11.52272 13.48591 21.87466
H67 -11.30565 16.21650 22.84753
H68 -12.81975 15.45280 22.58601
H69 -11.51745 16.18664 18.95406
H70 -12.61391 14.98162 19.66473
C36 -9.80134 9.45472 26.83848
C37 -10.90822 8.33596 26.60649
C38 -11.22729 7.85130 28.10100
O30 -10.89551 8.97958 28.90752
C39 -9.70195 9.46202 28.42484
H71 -10.17159 10.39788 26.45308
H72 -8.84085 9.15386 26.44996
H73 -10.50187 7.48453 26.10661
H74 -11.75983 8.75832 26.06780
H75 -10.63362 7.00538 28.44205
H76 -12.27428 7.56606 28.17690
H77 -8.95483 8.71029 28.73438
H78 -9.35662 10.40000 28.82125
C40 -14.13362 5.96911 20.71078
C41 -14.55249 4.46167 20.65879
C42 -15.30542 4.43251 19.31002
O31 -14.57615 5.28956 18.43916
C43 -13.98402 6.31659 19.22934
H79 -13.20855 6.12158 21.26150
H80 -14.90097 6.56283 21.15484
H81 -15.23845 4.17892 21.46523
H82 -13.68685 3.78439 20.67524
H83 -16.33455 4.78092 19.47242
H84 -15.29379 3.42850 18.89786
H85 -14.52602 7.21899 18.90969
H86 -12.95091 6.44381 18.93018
C44 -8.22380 11.77433 17.13319
C45 -8.44236 11.91274 18.61853
C46 -7.88762 10.64323 19.26020
O32 -8.03801 9.67043 18.25043
C47 -7.77327 10.23834 16.99002
H87 -7.36600 12.37646 16.82339
H88 -9.06004 12.02836 16.47628
H89 -9.49428 11.96401 18.89118
H90 -8.02421 12.81440 19.05261
H91 -8.23985 10.27363 20.22397
H92 -6.81172 10.78357 19.39285
H93 -8.33040 9.79200 16.17664
H94 -6.69925 10.09982 16.81889
C48 -12.01582 13.96565 27.49321
C49 -12.91361 12.69230 27.37824
C50 -12.62791 12.28521 25.95848
O33 -11.31956 12.79495 25.54504
C51 -10.81047 13.49571 26.66404
H95 -11.64120 14.23943 28.48377
H96 -12.52714 14.82817 27.08426
H97 -13.96703 12.83771 27.57612
H98 -12.54311 11.93239 28.09382
H99 -13.43872 12.76129 25.37583
H100 -12.63300 11.21671 25.73205
H101 -10.10824 14.21631 26.29132
H102 -10.17901 12.76974 27.21325

E_HOMO, eV: -9.22
Maximum force, eV Å⁻¹: 5.50
E_LUMO, Eh: 0.01526
Kohn-Sham gap, eV: 9.63
Calculated total energy, a.u.: -4487.24745